[1]
{"formula": "C27H20BBiF6IN7O10S4", "method": "ωB97M-V/def2-TZVPD", "multiplicity": 1, "homo_ev": -2.2, "charge": -2, "de_lowest_ev": 5.919, "energy_ev": -133490.567, "species": ["Bi", "C", "C", "N", "N", "C", "B", "N", "C", "C", "C", "N", "N", "C", "C", "C", "N", "H", "H", "H", "H", "H", "H", "H", "H", "H", "H", "I", "C", "C", "C", "C", "C", "C", "C", "C", "C", "C", "H", "H", "H", "H", "H", "H", "O", "S", "O", "O", "C", "C", "C", "C", "C", "C", "S", "O", "O", "O", "H", "H", "H", "H", "F", "C", "F", "F", "S", "O", "O", "N", "S", "O", "O", "C", "F", "F", "F"], "xyz": [[-0.414, 0.296, 0.709], [2.664, 0.149, -1.227], [2.068, -0.760, -2.169], [1.323, -0.395, -3.136], [0.084, 1.556, -2.306], [0.604, 1.585, -0.988], [-1.414, 1.497, -2.447], [-2.060, 2.321, -1.300], [-2.765, 3.450, -1.401], [-3.136, 3.859, -0.131], [-2.599, 2.895, 0.718], [-1.962, 1.983, -0.011], [-1.900, 0.036, -2.272], [-2.484, -0.762, -3.172], [-2.477, -2.054, -2.685], [-1.839, -1.960, -1.451], [-1.511, -0.694, -1.224], [3.677, -0.030, -0.901], [2.351, -1.806, -2.122], [0.406, 2.590, -0.578], [-1.810, 1.907, -3.497], [-2.981, 3.887, -2.357], [-3.694, 4.736, 0.134], [-2.649, 2.800, 1.788], [-2.877, -0.371, -4.088], [-2.871, -2.935, -3.150], [-1.577, -2.716, -0.737], [1.286, 2.018, 2.219], [2.632, 3.086, 0.816], [3.160, 4.353, 1.004], [3.712, 5.026, -0.077], [3.715, 4.470, -1.344], [3.184, 3.202, -1.558], [3.104, 2.645, -2.912], [2.265, 1.818, -3.554], [0.978, 1.026, -3.292], [2.027, 1.269, -0.837], [2.707, 2.497, -0.438], [3.097, 4.814, 1.974], [4.099, 6.025, 0.060], [4.088, 5.042, -2.182], [3.921, 3.017, -3.528], [2.566, 1.606, -4.577], [0.425, 1.053, -4.241], [-3.142, 1.773, 3.757], [-2.190, 0.660, 3.713], [-2.116, -0.064, 4.953], [-0.922, 1.159, 3.147], [-2.931, -0.476, 2.503], [-4.170, -0.078, 2.021], [-4.944, -0.932, 1.254], [-4.487, -2.213, 0.977], [-3.245, -2.607, 1.450], [-2.465, -1.745, 2.210], [-0.765, -2.331, 2.431], [-0.325, -2.165, 1.023], [-0.901, -3.716, 2.838], [-0.089, -1.451, 3.330], [-4.503, 0.915, 2.279], [-5.911, -0.607, 0.892], [-5.093, -2.891, 0.390], [-2.829, -3.584, 1.252], [4.372, -1.022, 2.564], [3.545, -2.069, 2.776], [3.084, -1.933, 4.018], [4.348, -3.146, 2.786], [2.173, -2.191, 1.463], [1.719, -0.811, 1.502], [2.899, -2.479, 0.262], [1.518, -3.419, 2.124], [0.691, -4.634, 1.519], [-0.353, -4.590, 0.538], [0.720, -5.745, 2.418], [2.042, -5.242, 0.278], [3.307, -5.235, 0.736], [1.788, -6.542, -0.031], [2.046, -4.619, -0.909]], "lowdin_charge": [1.799, -0.044, -0.143, 0.120, -0.001, -0.368, -0.589, -0.023, -0.083, -0.057, -0.122, -0.090, -0.020, -0.089, -0.053, -0.125, -0.049, 0.128, 0.104, 0.094, 0.110, 0.111, 0.082, 0.087, 0.107, 0.082, 0.085, 1.328, -0.434, -0.134, -0.103, -0.048, -0.155, -0.043, -0.003, -0.331, -0.312, -0.206, 0.089, 0.091, 0.104, 0.099, 0.098, 0.128, -0.373, 0.444, -0.294, -0.730, -0.272, -0.072, -0.075, -0.073, -0.066, -0.239, 0.452, -0.571, -0.328, -0.303, 0.099, 0.096, 0.100, 0.113, 0.097, -0.623, 0.132, 0.110, 0.620, -0.545, -0.270, -0.330, 0.622, -0.295, -0.278, -0.623, 0.095, 0.071, 0.090]}

[2]
{"formula": "C27H20BCrF3O3", "method": "ωB97M-V/def2-TZVPD", "multiplicity": 4, "homo_ev": [-17.0, -17.3], "charge": 3, "de_lowest_ev": 0.143, "energy_ev": -71685.133, "s_squared": 3.803, "species": ["F", "B", "F", "F", "C", "C", "C", "H", "H", "H", "H", "H", "O", "C", "Cr", "C", "O", "C", "O", "C", "C", "C", "C", "C", "C", "C", "C", "C", "C", "C", "C", "C", "C", "C", "C", "C", "C", "C", "C", "C", "H", "H", "H", "H", "H", "H", "H", "H", "H", "H", "H", "H", "H", "H", "H"], "xyz": [[5.704, 2.293, -2.118], [4.742, 1.955, -1.177], [4.926, 0.727, -0.554], [4.401, 3.003, -0.322], [3.337, 1.753, -2.190], [2.189, 1.168, -1.483], [0.978, 1.750, -1.394], [3.079, 2.734, -2.596], [3.687, 1.086, -2.984], [2.370, 0.193, -1.022], [0.081, 1.176, -1.169], [0.883, 2.819, -1.589], [-0.930, -2.916, -4.248], [-1.078, -3.205, -3.127], [-1.194, -3.700, -1.310], [0.289, -2.597, -1.023], [1.233, -1.931, -0.836], [0.110, -5.053, -1.614], [1.011, -5.756, -1.841], [-2.852, -5.052, -0.945], [-3.357, -3.891, -1.543], [-3.004, -2.634, -1.047], [-2.226, -2.500, 0.121], [-1.702, -1.197, 0.489], [-1.135, -0.156, 0.803], [-0.640, 1.091, 1.209], [0.711, 1.119, 1.743], [1.230, -0.098, 2.261], [2.566, -0.217, 2.632], [3.410, 0.891, 2.532], [2.927, 2.086, 2.003], [1.594, 2.213, 1.626], [-1.544, 2.219, 1.166], [-2.927, 1.957, 0.961], [-3.862, 2.982, 0.886], [-3.441, 4.316, 0.971], [-2.079, 4.604, 1.143], [-1.158, 3.572, 1.327], [-1.748, -3.686, 0.734], [-2.085, -4.941, 0.229], [-3.054, -6.036, -1.384], [-3.993, -3.957, -2.427], [-3.308, -1.723, -1.564], [0.554, -0.952, 2.317], [2.949, -1.174, 2.986], [4.459, 0.817, 2.811], [3.598, 2.921, 1.828], [1.309, 3.122, 1.096], [-3.239, 0.916, 0.874], [-4.916, 2.730, 0.767], [-4.170, 5.121, 0.905], [-1.736, 5.639, 1.169], [-0.144, 3.839, 1.596], [-1.091, -3.598, 1.600], [-1.715, -5.840, 0.724]], "lowdin_charge": [0.199, -0.986, 0.171, 0.164, 0.050, -0.139, 0.079, 0.133, 0.147, 0.098, 0.057, 0.105, 0.284, 0.011, 0.428, -0.030, 0.240, 0.036, 0.303, -0.030, -0.023, -0.039, -0.230, 0.108, 0.068, -0.059, -0.156, 0.001, -0.014, 0.025, -0.006, 0.002, -0.137, 0.016, -0.013, 0.025, 0.003, 0.035, -0.026, -0.030, 0.178, 0.177, 0.179, 0.112, 0.128, 0.144, 0.128, 0.111, 0.110, 0.130, 0.139, 0.136, 0.104, 0.177, 0.177]}

[3]
{"formula": "C27H20Cl4GdN7O2S2", "method": "ωB97M-V/def2-TZVPD", "multiplicity": 8, "homo_ev": [-5.8, -7.4], "charge": 0, "de_lowest_ev": 7.809, "energy_ev": -135439.051, "s_squared": 16.099, "species": ["Gd", "Cl", "C", "C", "C", "N", "C", "O", "C", "C", "C", "C", "C", "N", "C", "C", "C", "Cl", "N", "C", "O", "C", "C", "C", "C", "C", "N", "H", "H", "H", "H", "H", "H", "H", "H", "H", "H", "C", "S", "C", "S", "N", "N", "C", "C", "C", "C", "C", "C", "N", "H", "H", "H", "H", "H", "H", "H", "H", "Cl", "C", "Cl", "H", "H"], "xyz": [[-0.890, -0.237, 0.661], [-2.437, -2.700, 7.067], [-1.898, -1.523, 5.927], [-1.383, -2.040, 4.718], [-1.005, -1.223, 3.671], [-0.608, -1.727, 2.389], [-0.625, -3.019, 1.968], [-1.032, -4.012, 2.609], [-0.027, -3.254, 0.614], [0.061, -4.525, 0.051], [0.610, -4.636, -1.197], [1.143, -3.528, -1.842], [1.035, -2.285, -1.267], [0.431, -2.113, -0.078], [-1.101, 0.179, 3.833], [-1.429, 0.703, 5.065], [-1.809, -0.162, 6.129], [-2.191, 0.502, 7.664], [-0.888, 0.966, 2.674], [-0.327, 2.169, 2.815], [-0.095, 2.821, 3.848], [0.150, 2.801, 1.539], [0.386, 4.152, 1.498], [0.653, 4.774, 0.282], [0.930, 3.964, -0.779], [0.757, 2.609, -0.607], [0.249, 2.032, 0.470], [-1.398, -3.090, 4.533], [-0.359, -5.382, 0.552], [0.643, -5.646, -1.635], [1.565, -3.673, -2.856], [1.336, -1.407, -1.777], [-1.464, 1.762, 5.307], [0.223, 4.758, 2.340], [0.820, 5.810, 0.228], [1.304, 4.322, -1.741], [0.780, 1.949, -1.454], [-4.717, -1.371, -1.654], [-4.233, 0.013, -0.593], [-2.642, 0.319, -1.174], [-3.749, -0.953, 1.129], [-2.456, 0.295, -2.396], [-1.037, 0.401, -2.707], [-0.688, 0.219, -3.884], [0.800, 0.325, -4.181], [1.199, 0.446, -5.485], [2.505, 0.776, -5.821], [3.402, 0.883, -4.793], [2.930, 0.793, -3.450], [1.661, 0.584, -3.130], [-5.221, -2.040, -0.927], [-3.825, -1.855, -1.963], [-5.347, -1.010, -2.438], [-1.453, -0.048, -4.648], [0.409, 0.329, -6.205], [2.790, 0.998, -6.888], [4.395, 1.281, -4.982], [3.586, 0.974, -2.670], [4.973, 1.723, 2.484], [3.860, 1.835, 1.067], [3.474, 0.269, 0.362], [4.313, 2.488, 0.309], [2.959, 2.238, 1.417]], "lowdin_charge": [1.512, 0.672, -0.689, -0.040, -0.211, -0.074, -0.484, 0.027, -0.140, 0.009, -0.048, -0.045, -0.129, -0.036, -0.224, -0.022, -0.686, 0.677, -0.047, -0.473, 0.036, -0.217, 0.022, -0.027, -0.046, -0.150, 0.004, 0.086, 0.126, 0.125, 0.123, 0.069, 0.106, 0.112, 0.102, 0.120, 0.067, -0.319, 0.560, -0.705, 0.172, -0.047, 0.008, -0.135, -0.240, -0.057, -0.074, -0.060, -0.123, 0.085, 0.044, 0.035, 0.041, 0.132, 0.106, 0.131, 0.103, 0.062, 0.506, -0.990, 0.544, 0.041, -0.025]}

[4]
{"formula": "C27H20EuN6O4S3", "method": "ωB97M-V/def2-TZVPD", "multiplicity": 8, "homo_ev": [-0.3, -1.7], "charge": -2, "de_lowest_ev": 0.000, "energy_ev": -97293.210, "s_squared": 15.759, "species": ["Eu", "O", "C", "O", "C", "C", "C", "C", "C", "C", "S", "H", "H", "H", "H", "O", "C", "C", "C", "C", "C", "C", "C", "O", "N", "N", "C", "S", "C", "C", "S", "H", "H", "H", "H", "H", "H", "H", "H", "H", "N", "C", "C", "C", "N", "C", "N", "N", "C", "C", "C", "C", "C", "C", "H", "H", "H", "H", "H", "H", "H"], "xyz": [[-0.217, -0.165, 0.440], [-1.787, 0.564, 2.016], [-2.587, 0.166, 1.116], [-2.465, -0.973, 0.593], [-3.510, 1.170, 0.479], [-4.876, 1.040, 0.662], [-5.764, 1.926, 0.064], [-5.243, 2.939, -0.732], [-3.876, 3.058, -0.920], [-2.953, 2.190, -0.325], [-1.207, 2.366, -0.610], [-5.247, 0.220, 1.266], [-6.832, 1.818, 0.203], [-5.909, 3.638, -1.227], [-3.487, 3.842, -1.560], [3.881, 1.548, -1.108], [3.919, 0.990, -2.364], [5.035, 1.242, -3.164], [5.132, 0.730, -4.444], [4.093, -0.048, -4.941], [2.991, -0.288, -4.141], [2.868, 0.211, -2.843], [1.634, -0.125, -2.036], [1.695, 0.078, -0.787], [0.645, -0.589, -2.746], [-0.561, -0.825, -2.013], [-1.366, -1.429, -2.787], [-0.948, -1.828, -4.472], [-2.468, -2.739, -4.798], [-3.583, -2.047, -4.036], [-3.033, -1.831, -2.339], [4.691, 2.054, -1.017], [5.836, 1.853, -2.758], [6.010, 0.934, -5.043], [4.138, -0.467, -5.937], [2.169, -0.889, -4.505], [-2.375, -3.775, -4.463], [-2.639, -2.730, -5.875], [-4.496, -2.644, -4.002], [-3.813, -1.078, -4.483], [0.616, -2.391, 1.136], [1.149, -3.415, 1.194], [1.849, -4.642, 1.302], [3.240, -4.609, 1.535], [4.379, -4.583, 1.730], [1.153, -5.867, 1.373], [0.610, -6.885, 1.439], [1.315, 1.458, 1.952], [1.563, 0.651, 3.068], [2.529, -0.353, 3.010], [2.706, -1.223, 4.073], [1.926, -1.104, 5.215], [0.960, -0.107, 5.271], [0.774, 0.767, 4.214], [0.814, 2.315, 2.093], [2.075, 1.529, 1.293], [3.116, -0.470, 2.104], [3.442, -2.011, 3.986], [2.048, -1.795, 6.039], [0.324, -0.014, 6.143], [-0.009, 1.515, 4.239]], "lowdin_charge": [1.403, -0.165, -0.754, -0.155, -0.188, -0.061, -0.136, -0.139, -0.156, -0.652, 0.413, 0.108, 0.076, 0.080, 0.079, 0.046, -0.243, -0.049, -0.115, -0.107, -0.029, -0.056, -0.493, -0.209, -0.019, -0.126, -0.876, 0.889, -0.575, -0.571, 0.926, 0.088, 0.102, 0.090, 0.089, 0.094, 0.067, 0.062, 0.066, 0.072, 0.080, -0.183, -0.300, -0.288, 0.082, -0.285, 0.080, 0.048, -0.339, -0.057, -0.099, -0.120, -0.107, -0.048, 0.083, 0.078, 0.113, 0.097, 0.086, 0.092, 0.108]}

Q: Which formula does entry 1 have?
A: C27H20BBiF6IN7O10S4